## w
Entry from the Open Molecules 2025 dataset: a 2-piece molecular cluster, C6H12N4O2 overall (ωB97M-V/def2-TZVPD).

SMILES ... Nc1c[nH]cn1.CON(C)C=O
HOMO level ... -8.0 eV
Kohn-Sham gap ... 8.85 eV
Charge ... 0

Last column: Mulliken charge in e.
CARTESIAN COORDINATES (ANGSTROEM)
N (-3.514, 0.481, 0.042)  -0.634
C (-2.309, -0.205, -0.191)  0.867
C (-1.914, -1.425, 0.269)  -0.885
N (-0.668, -1.631, -0.313)  -0.084
C (-0.407, -0.552, -1.079)  -0.421
N (-1.365, 0.337, -1.026)  -0.600
H (-3.795, 0.441, 1.001)  0.247
H (-3.420, 1.450, -0.272)  0.278
H (-2.384, -2.142, 0.922)  0.401
H (-0.093, -2.391, -0.205)  0.214
H (0.500, -0.453, -1.659)  0.593
C (0.871, 2.162, -0.318)  -0.480
O (1.896, 1.472, 0.384)  -0.406
N (1.758, 0.102, 0.200)  0.376
C (1.108, -0.589, 1.293)  -0.892
C (2.756, -0.475, -0.537)  0.030
O (2.951, -1.672, -0.598)  -0.569
H (1.035, 3.226, -0.121)  0.314
H (0.938, 1.978, -1.400)  0.227
H (-0.126, 1.880, 0.058)  0.195
H (1.615, -0.363, 2.237)  0.319
H (1.171, -1.642, 1.066)  0.336
H (0.067, -0.276, 1.350)  0.198
H (3.331, 0.285, -1.104)  0.375

---

## x
Entry from the Open Molecules 2025 dataset: a 2-piece molecular cluster, C6H12N4O2 overall (ωB97M-V/def2-TZVPD).

SMILES ... O=c1nn[nH]o1.CC1(C)CCN1
HOMO level ... -9.0 eV
Kohn-Sham gap ... 8.79 eV
Charge ... 0

Last column: Mulliken charge in e.
CARTESIAN COORDINATES (ANGSTROEM)
O (-2.408, 2.001, -0.025)  -0.524
C (-2.292, 0.807, -0.058)  0.730
N (-2.468, -0.110, -1.098)  -0.213
N (-2.227, -1.280, -0.643)  -0.300
N (-1.901, -1.206, 0.612)  0.246
O (-1.910, 0.070, 1.078)  -0.227
H (-1.666, -1.972, 1.208)  0.267
C (0.374, -0.350, 0.246)  -1.748
C (1.864, -0.395, -0.024)  1.767
C (2.341, -1.821, -0.251)  -1.754
C (2.672, 0.454, 0.985)  -0.894
C (2.685, 1.551, -0.095)  -0.575
N (2.300, 0.537, -1.095)  -0.645
H (0.135, -0.934, 1.119)  0.333
H (-0.178, -0.755, -0.638)  0.552
H (0.037, 0.672, 0.419)  0.371
H (2.163, -2.441, 0.630)  0.339
H (1.806, -2.263, -1.096)  0.342
H (3.411, -1.828, -0.483)  0.458
H (2.177, 0.692, 1.943)  0.219
H (3.671, 0.049, 1.193)  0.349
H (1.981, 2.292, 0.066)  0.298
H (3.654, 2.043, -0.302)  0.317
H (1.555, 0.822, -1.725)  0.291

---

Of them, w has the highest stability.

---

## w
Entry from the Open Molecules 2025 dataset: a 4-piece molecular cluster, CH10O3S2 overall (ωB97M-V/def2-TZVPD).

SMILES ... CSS.O.O.O
HOMO level ... -8.4 eV
Kohn-Sham gap ... 8.60 eV
Charge ... 0

Last column: Mulliken charge in e.
CARTESIAN COORDINATES (ANGSTROEM)
C (4.435, 1.078, -0.480)  -0.784
S (4.622, 1.395, 1.343)  -0.040
S (2.850, 0.649, 2.226)  -0.173
H (4.927, 1.944, -0.909)  0.293
H (3.366, 1.276, -0.537)  0.261
H (4.658, 0.120, -0.911)  0.296
H (3.334, 0.891, 3.453)  0.148
O (-6.577, 2.222, -1.207)  -0.640
H (-6.997, 1.387, -1.407)  0.322
H (-6.237, 2.323, -0.320)  0.318
O (-0.196, -2.565, -0.048)  -0.646
H (0.558, -2.523, -0.654)  0.314
H (-0.142, -1.666, 0.318)  0.327
O (-3.137, -1.981, -0.542)  -0.645
H (-2.353, -2.504, -0.739)  0.340
H (-3.111, -2.049, 0.416)  0.308

---

## x
Entry from the Open Molecules 2025 dataset: a 4-piece molecular cluster, CH10O3S2 overall (ωB97M-V/def2-TZVPD).

SMILES ... CSS.O.O.O
HOMO level ... -8.4 eV
Kohn-Sham gap ... 8.41 eV
Charge ... 0

Last column: Mulliken charge in e.
CARTESIAN COORDINATES (ANGSTROEM)
C (-2.788, 0.533, -3.051)  -0.673
S (-3.619, 2.093, -3.351)  -0.011
S (-1.756, 2.998, -3.859)  -0.182
H (-1.735, 0.716, -2.827)  0.190
H (-3.081, -0.402, -3.641)  0.263
H (-2.964, 0.379, -1.968)  0.274
H (-0.809, 2.056, -3.756)  0.140
O (5.096, 1.090, 2.305)  -0.618
H (4.279, 0.903, 1.842)  0.385
H (4.906, 0.795, 3.142)  0.264
O (-1.652, -4.255, 3.116)  -0.624
H (-0.959, -4.798, 3.406)  0.307
H (-1.098, -3.425, 3.086)  0.317
O (2.302, 0.342, 1.741)  -0.687
H (1.668, 0.791, 1.148)  0.333
H (2.211, 0.184, 2.668)  0.323

---

Of them, w has the highest stability.

---

## w
Entry from the Open Molecules 2025 dataset: one molecule with the formula C2H5FSi (ωB97M-V/def2-TZVPD).

SMILES ... F/C=C/[SiH3]
HOMO level ... -10.2 eV
Kohn-Sham gap ... 10.97 eV
Charge ... 0

Last column: Mulliken charge in e.
CARTESIAN COORDINATES (ANGSTROEM)
F (-1.312, -3.105, 0.252)  -0.239
C (-0.898, -1.895, -0.343)  -0.143
C (-0.137, -1.040, 0.343)  -0.322
Si (0.323, 0.717, -0.088)  0.395
H (-1.066, -1.878, -1.370)  0.330
H (0.233, -1.466, 1.333)  0.281
H (0.947, 0.808, -1.381)  -0.118
H (1.401, 1.227, 0.991)  -0.085
H (-0.853, 1.607, -0.215)  -0.098

---

## x
Entry from the Open Molecules 2025 dataset: a 3-piece molecular cluster, C2H5FSi overall (ωB97M-V/def2-TZVPD).

HOMO level ... -9.3 eV
Kohn-Sham gap ... 7.91 eV
Charge ... 0

Last column: Mulliken charge in e.
CARTESIAN COORDINATES (ANGSTROEM)
C (0.125, -1.119, 0.942)  -0.523
C (-0.737, -0.156, 0.422)  -0.186
F (-1.623, 2.165, -0.338)  -0.361
Si (-0.040, 1.588, 0.130)  0.264
H (-0.055, -2.107, 1.251)  0.299
H (1.072, -0.718, 1.374)  0.187
H (-1.754, -0.511, 0.039)  0.295
H (1.726, 0.096, -2.401)  0.309
H (1.285, 0.761, -1.419)  -0.282

---

Of them, w has the highest stability.

---

## w
Entry from the Open Molecules 2025 dataset: C17H20IN5O3Sn as an isolated structure (ωB97M-V/def2-TZVPD).

HOMO level ... -7.4 eV
Kohn-Sham gap ... 7.81 eV
Charge ... 0

Last column: Mulliken charge in e.
CARTESIAN COORDINATES (ANGSTROEM)
Sn (0.530, 0.725, -0.037)  0.680
C (-2.794, 2.750, -2.332)  -1.446
C (-2.137, 1.715, -1.459)  1.096
O (-0.955, 1.996, -1.058)  -0.694
C (-2.833, 0.566, -1.124)  -1.162
C (-2.459, -0.375, -0.140)  1.053
C (-3.500, -1.367, 0.298)  -1.373
N (-1.277, -0.399, 0.448)  0.192
N (-1.191, -1.265, 1.534)  -0.744
C (-0.123, -1.051, 2.236)  0.640
O (0.783, -0.166, 1.941)  -0.742
C (0.070, -1.865, 3.467)  0.381
C (-0.699, -3.001, 3.708)  -0.329
C (-0.508, -3.737, 4.866)  -0.597
C (0.449, -3.345, 5.794)  -0.379
C (1.218, -2.216, 5.555)  -0.552
C (1.033, -1.481, 4.393)  -0.417
H (-2.039, 3.248, -2.938)  0.359
H (-3.554, 2.308, -2.975)  0.385
H (-3.272, 3.503, -1.702)  0.325
H (-3.819, 0.446, -1.549)  0.216
H (-4.382, -1.292, -0.334)  0.409
H (-3.098, -2.379, 0.270)  0.323
H (-3.779, -1.178, 1.334)  0.349
H (-1.445, -3.291, 2.980)  0.421
H (-1.107, -4.622, 5.045)  0.377
H (0.595, -3.922, 6.698)  0.375
H (1.966, -1.907, 6.275)  0.381
H (1.630, -0.603, 4.186)  0.381
I (-1.825, -0.811, -6.036)  0.109
C (-0.562, -0.463, -4.444)  -0.756
C (0.600, 0.278, -4.438)  -0.125
N (1.077, 0.233, -3.188)  0.364
N (0.288, -0.487, -2.371)  -0.511
C (-0.710, -0.920, -3.129)  -0.299
H (1.109, 0.812, -5.222)  0.487
H (1.907, 0.708, -2.826)  0.404
H (-1.496, -1.524, -2.708)  0.527
C (3.291, 3.528, -1.247)  -1.097
C (3.964, 2.225, -1.587)  0.740
N (5.148, 1.990, -0.981)  -0.421
O (3.471, 1.408, -2.353)  -0.732
H (3.986, 4.366, -1.314)  0.413
H (2.908, 3.477, -0.226)  0.300
H (2.456, 3.685, -1.923)  0.254
H (5.509, 2.613, -0.282)  0.193
H (5.577, 1.089, -1.103)  0.242

---

## x
Entry from the Open Molecules 2025 dataset: C17H20IN5O3Sn as an isolated structure (ωB97M-V/def2-TZVPD).

HOMO level ... -7.1 eV
Kohn-Sham gap ... 7.52 eV
Charge ... 0

Last column: Mulliken charge in e.
CARTESIAN COORDINATES (ANGSTROEM)
Sn (-0.214, -1.446, 0.618)  1.044
C (-4.501, -0.715, 2.226)  -1.337
C (-3.243, -0.373, 1.459)  0.822
O (-2.342, -1.279, 1.450)  -0.696
C (-3.137, 0.866, 0.873)  -0.892
C (-2.049, 1.363, 0.124)  0.698
C (-2.222, 2.713, -0.522)  -1.382
N (-0.926, 0.707, -0.048)  0.364
N (0.076, 1.382, -0.713)  -0.593
C (1.033, 0.628, -1.153)  0.360
O (1.047, -0.661, -1.144)  -0.749
C (2.225, 1.326, -1.690)  0.426
C (3.488, 0.860, -1.338)  -0.496
C (4.621, 1.487, -1.821)  -0.538
C (4.502, 2.566, -2.682)  -0.395
C (3.246, 3.034, -3.036)  -0.605
C (2.110, 2.424, -2.534)  -0.214
H (-4.294, -0.637, 3.294)  0.278
H (-4.784, -1.744, 2.013)  0.363
H (-5.317, -0.047, 1.976)  0.350
H (-3.978, 1.536, 0.984)  0.184
H (-3.082, 3.238, -0.117)  0.394
H (-2.371, 2.588, -1.593)  0.292
H (-1.322, 3.309, -0.387)  0.341
H (3.565, 0.009, -0.676)  0.386
H (5.603, 1.142, -1.524)  0.379
H (5.388, 3.047, -3.071)  0.376
H (3.157, 3.883, -3.700)  0.375
H (1.122, 2.774, -2.795)  0.418
I (-0.620, -8.056, -0.907)  0.111
C (-0.701, -5.997, -1.242)  -0.422
C (-0.883, -5.357, -2.449)  -0.171
N (-0.854, -4.041, -2.181)  -0.089
N (-0.664, -3.802, -0.889)  0.076
C (-0.568, -4.975, -0.295)  -0.549
H (-1.017, -5.760, -3.432)  0.456
H (-0.924, -3.264, -2.822)  0.141
H (-0.411, -5.051, 0.763)  0.459
C (0.493, 2.034, 2.519)  -0.532
C (1.145, 0.807, 3.072)  0.580
N (1.695, 0.916, 4.294)  -0.393
O (1.187, -0.262, 2.475)  -0.589
H (0.695, 2.920, 3.112)  0.397
H (-0.581, 1.854, 2.479)  0.096
H (0.823, 2.182, 1.491)  0.040
H (1.653, 1.764, 4.831)  0.189
H (2.132, 0.107, 4.707)  0.242

---

Of them, w has the highest stability.